{"formula": "C58H53N5O6Ru", "method": "ωB97M-V with the def2-TZVPD basis set", "spin_multiplicity": 2, "e_above_lowest_kj_mol": 0.0, "gap_ev": [6.4348, 6.5023], "total_charge": -1, "homo_energy_ha": [-0.156, -0.159], "species": ["Ru", "O", "C", "C", "C", "C", "C", "C", "C", "C", "C", "O", "C", "C", "C", "C", "C", "C", "C", "C", "C", "C", "C", "C", "N", "C", "C", "C", "C", "C", "C", "C", "C", "C", "C", "C", "C", "H", "H", "H", "H", "H", "H", "H", "H", "H", "H", "H", "H", "H", "H", "H", "H", "H", "H", "H", "H", "H", "H", "H", "H", "H", "H", "H", "C", "O", "C", "C", "C", "C", "C", "C", "N", "N", "C", "O", "C", "C", "C", "C", "C", "C", "C", "O", "H", "H", "H", "H", "H", "H", "H", "H", "H", "H", "H", "H", "C", "C", "N", "C", "C", "C", "O", "C", "C", "C", "C", "N", "C", "H", "H", "H", "H", "H", "H", "H", "H", "H", "H", "H", "H", "H", "H"], "positions_angstrom": [[-0.055, 0.496, 0.725], [-0.739, 2.298, 1.450], [-1.949, 2.888, 1.148], [-2.358, 2.598, -0.311], [-2.773, 1.186, -0.565], [-4.046, 0.940, -1.054], [-4.389, -0.325, -1.495], [-3.427, -1.314, -1.414], [-2.188, -1.038, -0.858], [-1.154, -2.118, -0.797], [-0.767, -2.496, 0.663], [0.060, -1.528, 1.172], [-0.016, -3.845, 0.674], [-0.439, -4.960, -0.043], [0.294, -6.138, -0.022], [1.466, -6.219, 0.715], [1.867, -5.131, 1.476], [1.130, -3.956, 1.458], [-2.004, -2.713, 1.557], [-3.171, -3.321, 1.105], [-4.249, -3.508, 1.959], [-4.172, -3.102, 3.282], [-3.009, -2.502, 3.741], [-1.934, -2.313, 2.887], [-1.865, 0.197, -0.417], [-3.096, 2.467, 2.076], [-4.294, 3.175, 2.100], [-5.297, 2.830, 2.993], [-5.118, 1.767, 3.868], [-3.930, 1.052, 3.840], [-2.925, 1.398, 2.947], [-1.643, 4.379, 1.366], [-1.361, 4.773, 2.675], [-0.854, 6.030, 2.946], [-0.618, 6.925, 1.908], [-0.912, 6.551, 0.609], [-1.417, 5.284, 0.338], [-1.455, 2.791, -0.892], [-3.160, 3.270, -0.621], [-4.753, 1.755, -1.127], [-5.357, -0.523, -1.936], [-3.616, -2.298, -1.820], [-0.230, -1.739, -1.231], [-1.493, -2.983, -1.365], [-1.356, -4.932, -0.618], [-0.044, -6.994, -0.594], [2.055, -7.128, 0.701], [2.766, -5.194, 2.076], [1.427, -3.105, 2.057], [-3.258, -3.647, 0.077], [-5.154, -3.973, 1.585], [-5.021, -3.240, 3.940], [-2.942, -2.183, 4.775], [-1.036, -1.822, 3.237], [-4.442, 4.015, 1.429], [-6.222, 3.396, 3.015], [-5.902, 1.503, 4.567], [-3.777, 0.221, 4.517], [-1.983, 0.867, 2.934], [-1.503, 4.057, 3.474], [-0.613, 6.305, 3.965], [-0.183, 7.896, 2.113], [-0.719, 7.236, -0.208], [-1.608, 5.011, -0.692], [-0.458, 2.946, -3.429], [0.932, 3.189, -3.556], [1.767, 3.251, -2.455], [2.901, 4.004, -2.654], [3.886, 4.098, -1.670], [3.732, 3.410, -0.497], [2.601, 2.606, -0.251], [2.577, 1.899, 0.985], [1.781, 0.979, 1.432], [2.181, 0.412, 2.597], [1.222, -0.010, 3.393], [-0.017, 0.139, 3.205], [1.688, -0.622, 4.670], [3.036, -0.843, 4.948], [3.426, -1.364, 6.171], [2.477, -1.684, 7.134], [1.131, -1.488, 6.856], [0.742, -0.971, 5.632], [1.562, 2.523, -1.236], [0.490, 1.839, -1.065], [-0.674, 2.048, -2.857], [-0.825, 2.828, -4.449], [-0.966, 3.801, -2.966], [3.013, 4.506, -3.607], [4.771, 4.693, -1.851], [4.510, 3.443, 0.259], [3.378, 2.149, 1.678], [3.767, -0.585, 4.194], [4.478, -1.510, 6.387], [2.784, -2.075, 8.097], [0.387, -1.726, 7.606], [-0.304, -0.810, 5.405], [1.746, -3.392, -6.096], [1.313, -2.119, -5.370], [2.231, -1.016, -5.598], [2.242, -0.407, -6.924], [3.513, -0.665, -7.730], [3.075, -0.518, -4.650], [3.914, 0.326, -4.919], [2.897, -1.009, -3.242], [3.712, -1.986, -2.684], [3.534, -2.311, -1.347], [2.585, -1.623, -0.609], [1.805, -0.681, -1.136], [1.960, -0.392, -2.422], [0.991, -4.169, -5.974], [2.692, -3.752, -5.689], [1.877, -3.207, -7.163], [1.264, -2.311, -4.301], [0.313, -1.825, -5.706], [2.121, 0.672, -6.799], [1.378, -0.793, -7.466], [4.373, -0.278, -7.190], [3.437, -0.150, -8.689], [3.660, -1.729, -7.916], [4.467, -2.475, -3.288], [4.131, -3.081, -0.878], [2.424, -1.822, 0.443], [1.298, 0.369, -2.824]]}


{"formula": "C58H57BrN4O2P2S2Ta", "method": "ωB97M-V with the def2-TZVPD basis set", "spin_multiplicity": 1, "gap_ev": 6.3097, "total_charge": 3, "homo_energy_ha": -0.565, "species": ["Ta", "O", "S", "C", "C", "C", "C", "C", "C", "P", "C", "C", "C", "C", "C", "C", "C", "C", "C", "C", "C", "C", "C", "C", "C", "C", "C", "C", "P", "C", "C", "C", "C", "C", "C", "C", "C", "C", "C", "C", "C", "H", "H", "H", "H", "H", "H", "H", "H", "H", "H", "H", "H", "H", "H", "H", "H", "H", "H", "H", "H", "H", "H", "H", "H", "H", "H", "H", "H", "C", "C", "N", "N", "C", "N", "S", "C", "C", "C", "C", "C", "N", "H", "H", "H", "H", "H", "H", "H", "H", "H", "C", "C", "C", "C", "C", "C", "C", "Br", "C", "O", "C", "C", "C", "C", "C", "C", "H", "H", "H", "H", "H", "H", "H", "H", "H", "H", "H", "H", "H", "H", "H", "H", "H", "H", "H", "H"], "positions_angstrom": [[0.271, -0.589, 0.027], [-3.132, -0.886, -1.071], [-2.469, -0.440, 0.164], [-3.129, -1.372, 1.525], [-4.434, -1.121, 1.952], [-5.010, -1.973, 2.876], [-4.298, -3.066, 3.365], [-3.003, -3.301, 2.937], [-2.406, -2.453, 2.006], [-0.716, -2.784, 1.452], [0.059, -3.294, 3.017], [0.009, -2.373, 4.064], [0.420, -2.724, 5.338], [0.898, -4.007, 5.581], [0.936, -4.935, 4.552], [0.505, -4.590, 3.275], [-0.899, -4.260, 0.409], [-2.126, -4.498, -0.214], [-2.296, -5.616, -1.017], [-1.247, -6.507, -1.202], [-0.019, -6.270, -0.598], [0.157, -5.147, 0.195], [-3.001, 1.190, 0.546], [-4.277, 1.556, 0.142], [-4.740, 2.812, 0.495], [-3.936, 3.672, 1.239], [-2.654, 3.295, 1.607], [-2.160, 2.046, 1.229], [-0.487, 1.547, 1.692], [-0.618, 1.687, 3.499], [0.135, 2.606, 4.227], [-0.062, 2.724, 5.599], [-1.006, 1.935, 6.240], [-1.771, 1.028, 5.511], [-1.582, 0.908, 4.144], [0.629, 2.838, 1.085], [0.201, 3.766, 0.135], [1.085, 4.711, -0.365], [2.401, 4.741, 0.072], [2.840, 3.815, 1.009], [1.963, 2.863, 1.506], [-4.998, -0.278, 1.582], [-6.020, -1.786, 3.216], [-4.756, -3.733, 4.084], [-2.451, -4.146, 3.331], [-0.401, -1.384, 3.899], [0.357, -2.002, 6.145], [1.217, -4.289, 6.577], [1.277, -5.945, 4.744], [0.491, -5.350, 2.509], [-2.959, -3.817, -0.080], [-3.254, -5.797, -1.488], [-1.388, -7.390, -1.812], [0.801, -6.963, -0.739], [1.124, -4.975, 0.650], [-4.878, 0.882, -0.457], [-5.732, 3.121, 0.191], [-4.311, 4.647, 1.524], [-2.034, 3.977, 2.178], [0.858, 3.243, 3.736], [0.513, 3.447, 6.162], [-1.163, 2.040, 7.306], [-2.524, 0.429, 6.008], [-2.206, 0.220, 3.580], [-0.816, 3.758, -0.228], [0.740, 5.431, -1.097], [3.084, 5.487, -0.314], [3.865, 3.837, 1.357], [2.334, 2.152, 2.232], [3.728, -3.713, 0.123], [2.687, -2.682, 0.408], [1.692, -2.410, -0.366], [1.666, -3.170, -1.508], [0.625, -2.963, -2.243], [0.453, -3.684, -3.354], [-0.607, -1.759, -1.938], [2.777, -1.878, 1.618], [3.769, -2.131, 2.547], [3.843, -1.366, 3.698], [2.898, -0.380, 3.878], [1.930, -0.195, 2.912], [1.850, -0.904, 1.776], [3.536, -4.216, -0.814], [4.710, -3.233, 0.078], [3.764, -4.450, 0.929], [1.128, -4.393, -3.590], [-0.345, -3.552, -3.950], [4.485, -2.918, 2.365], [4.617, -1.547, 4.433], [2.885, 0.244, 4.763], [1.185, 0.549, 3.086], [3.262, 1.323, -6.505], [2.904, 2.617, -5.755], [2.118, 3.534, -6.692], [4.192, 3.331, -5.323], [2.085, 2.237, -4.523], [2.698, 1.591, -3.449], [1.898, 1.228, -2.406], [2.736, 0.340, -0.948], [0.523, 1.438, -2.283], [-0.047, 0.910, -1.119], [-0.103, 2.110, -3.330], [0.725, 2.464, -4.413], [-1.561, 2.576, -3.463], [-1.569, 4.113, -3.523], [-2.172, 1.993, -4.748], [-2.432, 2.153, -2.297], [3.832, 1.560, -7.405], [2.362, 0.782, -6.806], [3.873, 0.660, -5.887], [2.763, 3.840, -7.517], [1.778, 4.442, -6.186], [1.253, 3.032, -7.131], [4.730, 3.681, -6.205], [4.871, 2.671, -4.779], [3.977, 4.200, -4.696], [3.758, 1.375, -3.440], [0.241, 2.977, -5.230], [-1.012, 4.501, -4.376], [-1.133, 4.541, -2.615], [-2.598, 4.470, -3.609], [-1.710, 2.383, -5.654], [-3.232, 2.251, -4.792], [-2.089, 0.904, -4.763], [-2.040, 2.536, -1.356], [-2.527, 1.068, -2.238], [-3.434, 2.566, -2.434]]}